The following is a quantum chemistry calculation of a molecular structure, C32H45Cl5N2OS2Si3Y, from the OMol25 dataset.

Properties
**E**: -5435.5431 hartree
**Total charge**: -1
**Max |F|**: 1.56 eV Å⁻¹
**Frontier orbital gap**: 7.0435 eV
**E_HOMO**: -4.82 eV

Cartesian coordinates (Å):
Y  -15.63271  4.84701  -11.06150
Cl  -9.90911  4.50654  -10.46572
Cl  -13.45907  4.76019  -5.27254
Cl  -8.67055  4.55868  -7.65996
Cl  -14.75462  5.33511  -8.10893
Cl  -10.37980  4.45047  -5.08708
S  -13.79588  3.62665  -12.37623
S  -16.59586  5.28185  -13.45168
Si  -16.40588  1.20358  -12.04039
Si  -16.60781  1.97189  -9.12539
Si  -18.60462  3.00686  -11.10587
O  -18.70290  4.57533  -10.49058
N  -16.74065  7.11226  -10.92730
N  -13.92674  6.75248  -11.84121
C  -17.62765  -0.23788  -12.05962
C  -16.86163  2.53010  -10.84917
C  -17.17174  0.21258  -8.69066
C  -10.38196  4.59936  -7.81312
C  -16.24526  1.58513  -13.87874
C  -11.93315  4.57031  -14.13752
C  -12.49671  4.77463  -6.70379
C  -11.26026  6.84956  -14.46785
C  -17.83499  6.45447  -13.07752
C  -19.86528  7.60697  -13.76056
C  -10.99207  4.63021  -9.04198
C  -12.91732  4.90556  -13.19760
C  -12.99129  4.89066  -8.01721
C  -12.92675  7.18542  -10.81111
C  -18.88114  6.66333  -13.97967
C  -17.80312  7.24138  -11.93230
C  -19.94781  1.98339  -10.20637
C  -14.81817  2.00848  -8.49299
C  -11.11800  5.49570  -14.73749
C  -19.91888  5.27445  -10.61525
C  -15.76005  8.19534  -11.13726
C  -11.11392  4.61886  -6.63811
C  -17.45542  3.10307  -7.83212
C  -19.37806  3.11545  -12.80694
C  -17.28990  7.13915  -9.54730
C  -14.79344  7.87823  -12.23318
C  -12.25088  7.21828  -13.57410
C  -12.37085  4.71825  -9.18433
C  -18.80473  8.18157  -11.70434
C  -14.75772  0.42881  -11.59186
C  -19.81424  8.37173  -12.60618
C  -13.08579  6.28235  -12.96707
H  -10.58179  7.62721  -14.83253
H  -19.88301  6.17769  -9.97639
H  -16.44112  7.21265  -8.87436
H  -17.82750  6.19056  -9.36134
H  -16.51197  -0.51435  -9.14742
H  -14.39122  -0.17380  -12.41776
H  -12.31557  8.25815  -13.32277
H  -20.05494  5.62178  -11.65168
H  -17.16115  0.06583  -7.62440
H  -20.69217  7.73553  -14.45130
H  -11.82872  3.50476  -14.32471
H  -20.38306  3.52043  -12.61124
H  -19.95953  0.97333  -10.59987
H  -18.19382  0.01061  -8.98467
H  -14.77628  -0.24625  -10.74958
H  -18.54244  3.00973  -7.70111
H  -15.28370  2.03796  -14.09424
H  -14.36927  1.01748  -8.51969
H  -16.33023  0.62677  -14.37670
H  -17.16945  -1.01634  -12.67309
H  -17.77610  -0.65253  -11.06646
H  -10.37017  5.19851  -15.45414
H  -14.16832  2.70548  -9.02927
H  -15.30273  7.59908  -13.15421
H  -19.53037  2.11916  -13.20187
H  -17.04515  2.83030  -6.87685
H  -15.20078  8.32819  -10.18742
H  -20.77868  4.66718  -10.31883
H  -18.92027  3.74628  -13.55833
H  -20.59771  9.09528  -12.43641
H  -14.00601  1.16991  -11.32781
H  -14.79367  2.30993  -7.44174
H  -12.43503  8.09752  -11.13966
H  -17.95507  7.98159  -9.34800
H  -18.93658  6.01163  -14.83825
H  -14.22597  8.79954  -12.41863
H  -19.82362  1.90582  -9.12767
H  -16.27971  9.12833  -11.37689
H  -18.59307  0.03472  -12.50965
H  -17.02099  2.22503  -14.31994
H  -12.17808  6.42693  -10.69293
H  -18.76735  8.81939  -10.83422
H  -13.37183  7.37160  -9.83707
H  -20.90146  2.43377  -10.38390
H  -17.25434  4.16782  -8.01538

=====

The following is a quantum chemistry calculation of C4H3NO in the gas phase, from the OMol25 dataset.

Properties
**E**: -284.0171 hartree
**Total charge**: 0
**Max |F|**: 4.28 eV Å⁻¹
**Frontier orbital gap (spin up / spin down)**: 8.9936 / 8.9928 eV
**E_HOMO (spin up / spin down)**: -9.01 / -9.01 eV

Cartesian coordinates (Å):
O  2.12041  -0.69140  0.26415
N  -2.21307  -0.26607  0.11003
C  -1.40277  0.61939  0.55134
C  -0.95728  -0.81359  -0.21414
C  -0.14551  0.35706  -0.24209
C  1.48792  0.34686  0.17453
H  1.88851  1.32414  0.28494
H  -0.27327  0.91532  -1.07760
H  -0.50494  -1.79170  0.14884